Record 1
Entry from OMol25: C16H20IrN8O5 as an isolated structure (ωB97M-V/def2-TZVPD).

The geometry in XYZ format:
```
50
Properties=species:S:1:pos:R:3:forces:R:3
Ir 0.310037 0.089832 -0.025226 -0.2 -0.3 0.6
O 1.940427 3.801199 0.295071 0.0 0.0 0.1
C 1.711650 2.624829 0.228467 0.2 -0.1 -0.2
N 0.704380 1.996099 -0.479396 -0.2 0.0 0.3
C 0.059290 2.573243 -1.549546 0.2 -0.3 -0.2
O 0.160513 3.690116 -1.978463 -0.1 0.1 0.0
C -0.772164 1.516719 -2.247247 0.1 0.0 0.1
C -1.613723 1.822455 -3.297248 0.1 0.0 0.0
C -2.378912 0.814256 -3.855460 0.0 0.0 0.0
C -2.274197 -0.470219 -3.339438 0.0 0.0 0.0
C -1.413618 -0.707679 -2.287173 0.1 0.0 0.0
N -0.650074 0.263255 -1.772211 0.1 0.1 -0.1
C 2.627585 1.599288 0.887847 -0.1 0.1 0.0
C 3.689094 2.010677 1.670457 0.0 0.0 0.0
C 4.535193 1.048162 2.194737 0.0 0.0 0.0
C 4.293525 -0.291426 1.917040 0.0 0.0 0.0
C 3.204523 -0.624532 1.137395 0.0 -0.1 0.0
N 2.388046 0.300791 0.632482 -0.3 0.2 -0.4
H -1.649599 2.849022 -3.633544 0.0 0.0 0.0
H -3.063493 1.025700 -4.664931 0.0 0.0 0.0
H -2.872915 -1.281362 -3.727051 0.0 0.0 0.0
H -1.336232 -1.677112 -1.819278 0.0 0.0 0.0
H 3.825353 3.069880 1.836961 0.0 0.0 0.0
H 5.374693 1.334542 2.812951 0.0 0.0 0.0
H 4.935064 -1.068977 2.304716 0.0 0.0 0.0
H 2.963921 -1.654076 0.906237 0.0 0.0 0.0
N 1.389546 -2.511992 -1.662188 0.1 0.0 0.1
N 0.517619 -3.405670 -1.048118 -0.2 0.0 -0.1
C -0.005122 -3.187341 0.179708 0.2 -0.1 0.1
N -0.571257 -4.233180 0.771919 -0.1 0.2 0.0
N 0.096435 -1.957834 0.696986 0.3 0.1 -0.2
N -0.143715 -1.749625 2.044665 -0.8 0.2 -0.2
O 0.163854 -0.622051 2.391274 0.7 0.0 0.1
O -0.677156 -2.565955 2.760767 0.2 -0.2 0.0
H 1.081181 -2.303346 -2.603351 0.0 0.0 0.0
H 2.330577 -2.888221 -1.680563 0.0 0.0 0.0
H 0.392216 -4.327062 -1.443349 0.0 0.0 0.0
H -0.577927 -5.134739 0.326870 0.0 0.0 0.1
H -1.014570 -4.101796 1.669440 0.0 0.0 0.0
C -1.588944 1.818929 2.136926 0.0 0.1 0.0
C -2.211050 1.230039 0.880303 -0.1 0.2 0.0
C -3.685777 0.906358 1.086860 0.1 0.1 0.0
O -1.596134 0.022413 0.489036 -0.1 -0.3 -0.3
H -2.161621 2.686162 2.466774 0.0 0.0 0.0
H -0.560454 2.151279 1.968160 -0.1 0.0 0.0
H -1.589260 1.079708 2.937628 0.0 0.0 0.0
H -2.129601 1.966037 0.060040 0.0 0.0 0.1
H -3.803032 0.204799 1.913391 0.0 0.0 0.0
H -4.107266 0.457320 0.188323 0.0 0.0 0.0
H -4.246911 1.811085 1.320349 0.0 0.0 0.0
```
Forces are in eV/Å.

## Properties
Relative energy (zero: lowest compared OMol25 entry of this formula, charge and spin), eV: 1.834
2S+1: 1
HOMO-LUMO gap, Eh: 0.2865
Strongest force on any atom, eV/Å: 0.8
Charge: +1



Record 2
Entry from OMol25: an isolated ion of composition C16H20N2O2S and charge +2 (ωB97M-V/def2-TZVPD).

The geometry in XYZ format:
```
41
Properties=species:S:1:pos:R:3:forces:R:3
O 4.485284 -3.778611 1.658781 -0.2 0.6 -0.1
C 4.183966 -2.840093 1.002613 0.4 -0.9 0.2
O 4.721978 -1.582365 1.192730 -0.1 0.1 0.1
C 5.619715 -1.140506 0.183171 -0.2 0.0 0.0
C 5.236885 0.281066 -0.239989 0.2 0.0 0.3
N 3.771151 0.472311 -0.257100 -0.1 0.1 -0.2
C 3.188808 1.274691 0.643971 0.0 -0.1 0.1
C 1.821530 1.429776 0.674252 -0.2 -0.1 -0.2
C 1.027331 0.749377 -0.245964 0.1 0.0 -0.1
C -0.454919 0.872929 -0.227168 -0.1 0.0 0.1
C -1.205333 0.824591 -1.402901 0.2 0.0 0.2
C -2.574187 0.924055 -1.343201 0.1 0.0 -0.1
N -3.209297 1.059999 -0.167642 0.2 0.1 0.1
C -4.692067 1.152100 -0.140668 -0.5 0.0 -0.1
C -5.349771 -0.123574 -0.637616 0.2 -0.1 -0.1
C -5.072977 -1.358931 0.207384 -0.1 0.1 0.1
S -5.668005 -1.311042 1.917498 -0.2 -0.1 0.1
C -2.511994 1.118707 0.977347 0.0 -0.1 -0.1
C -1.137742 1.028485 0.976404 0.1 0.0 -0.1
C 1.663744 -0.061077 -1.188210 0.0 0.0 0.1
C 3.032049 -0.184659 -1.167770 0.0 0.1 0.1
H 3.438797 -2.899500 0.192920 0.0 0.2 -0.1
H 6.618641 -1.097244 0.611206 0.1 -0.1 -0.1
H 5.645271 -1.821749 -0.667928 -0.1 -0.1 0.0
H 5.629671 0.523558 -1.223367 0.0 0.0 -0.1
H 5.640697 0.983325 0.481661 -0.1 0.2 0.0
H 3.832832 1.781053 1.346185 0.1 0.0 0.0
H 1.388214 2.099453 1.401002 0.0 0.0 0.1
H -0.728474 0.739834 -2.367018 0.0 0.0 -0.1
H -3.173784 0.905494 -2.239920 -0.2 0.0 0.0
H -4.988682 1.373282 0.879823 0.1 0.0 0.1
H -4.988010 2.003128 -0.750148 0.1 0.0 -0.1
H -5.002921 -0.320301 -1.655671 -0.1 0.0 -0.1
H -6.418888 0.061833 -0.718279 -0.1 0.1 0.1
H -4.019662 -1.638348 0.183327 0.1 0.0 0.0
H -5.629329 -2.191763 -0.216576 0.1 -0.1 -0.1
H -5.090126 -0.174521 2.318192 0.1 0.0 0.0
H -3.086549 1.225577 1.883988 0.0 0.0 0.1
H -0.619704 1.059852 1.922814 0.0 0.0 0.1
H 1.106825 -0.619283 -1.924691 0.0 0.0 0.0
H 3.569031 -0.800909 -1.873442 0.0 0.0 0.0
```
Forces are in eV/Å.

## Properties
Relative energy (zero: lowest compared OMol25 entry of this formula, charge and spin), eV: 0.000
2S+1: 1
HOMO-LUMO gap, Eh: 0.2213
Strongest force on any atom, eV/Å: 1.0
Charge: +2



Record 3
Entry from OMol25: one molecule with the formula C16H20N2O5S (ωB97M-V/def2-TZVPD).

The geometry in XYZ format:
```
44
Properties=species:S:1:pos:R:3:forces:R:3
C 2.051636 3.436318 0.921250 -0.3 0.1 -0.2
C 0.927888 4.335329 0.414921 0.3 0.0 0.4
O 0.443570 3.934014 -0.853470 -0.1 -0.1 -0.3
C -0.340355 2.837473 -0.967668 -0.2 -0.2 -0.1
C -0.874797 2.108894 0.094144 0.1 0.2 0.1
C -1.665618 1.002603 -0.160518 -0.1 0.0 0.0
C -1.928003 0.619307 -1.458327 -0.5 -0.7 0.0
S -2.888883 -0.860428 -1.749459 -0.2 -0.1 -0.1
O -3.394201 -1.327685 -0.487435 0.3 0.1 0.1
O -3.812007 -0.608586 -2.814902 0.3 0.2 -0.2
N -1.844262 -2.048939 -2.291144 -0.7 0.6 0.4
C -1.212852 -1.808797 -3.566503 0.2 0.2 -0.5
C -1.046325 -2.664692 -1.257863 0.0 -0.1 0.3
C -0.056021 -1.688641 -0.623612 0.1 -0.3 0.1
O 0.722632 -1.021682 -1.275906 0.2 0.0 -0.3
N -0.128602 -1.622347 0.721368 -0.1 -0.1 0.4
C 0.767409 -0.797881 1.511901 0.3 -0.3 -0.1
C 1.493684 -1.613510 2.528546 -0.6 0.4 0.6
C 1.260338 -1.812125 3.858955 0.0 0.2 -0.7
C 2.248975 -2.723333 4.303285 0.4 -0.3 -0.3
C 3.002784 -3.013425 3.209229 0.0 -0.2 0.9
O 2.553952 -2.349586 2.133708 0.0 0.2 -0.6
C -1.436573 1.354080 -2.523126 0.1 0.2 -0.1
C -0.645549 2.454809 -2.279051 0.1 0.0 0.1
H 2.419306 3.809083 1.873247 0.1 0.0 0.1
H 2.868348 3.430934 0.204243 0.1 0.0 0.0
H 1.704384 2.414199 1.050377 0.0 -0.1 0.1
H 1.307490 5.346989 0.248080 -0.1 -0.1 0.1
H 0.109674 4.391472 1.142997 0.0 0.0 -0.1
H -0.688824 2.395191 1.117217 0.0 0.0 0.1
H -2.099312 0.428430 0.643042 0.0 0.0 0.1
H -1.956874 -1.328973 -4.197512 0.1 -0.1 -0.2
H -0.933040 -2.765809 -4.009657 0.0 0.0 0.0
H -0.324211 -1.177429 -3.476711 0.0 -0.1 -0.1
H -1.743997 -3.050391 -0.513480 0.2 -0.1 0.0
H -0.488704 -3.494323 -1.702604 -0.1 0.1 0.0
H -0.832239 -2.149632 1.213490 0.0 0.0 -0.1
H 1.470201 -0.355319 0.799950 -0.1 0.1 0.1
H 0.202866 -0.009025 2.018086 0.1 0.0 0.0
H 0.488568 -1.361988 4.449185 -0.2 0.2 0.1
H 2.375209 -3.104339 5.295458 0.1 -0.1 0.2
H 3.853934 -3.650449 3.073575 0.1 -0.1 -0.1
H -1.689755 1.066821 -3.530141 0.0 0.0 -0.2
H -0.241846 3.043391 -3.087164 0.0 0.1 -0.1
```
Forces are in eV/Å.

## Properties
Relative energy (zero: lowest compared OMol25 entry of this formula, charge and spin), eV: 2.603
2S+1: 1
HOMO-LUMO gap, Eh: 0.3428
SMILES string: CCOc1ccc(S(=O)(=O)N(C)CC(=O)NCc2ccco2)cc1
Strongest force on any atom, eV/Å: 1.0
Charge: 0



Record 4
Entry from OMol25: a 4-piece molecular cluster, C16H20N4 overall in a non-equilibrium geometry (ωB97M-V/def2-TZVPD).

The geometry in XYZ format:
```
40
Properties=species:S:1:pos:R:3:forces:R:3
C -0.270901 -33.673953 14.799616 0.5 1.7 0.2
C 0.710001 -34.396200 14.150495 -0.9 -3.6 -2.1
C -0.028733 -35.405658 13.435854 2.8 0.6 0.5
N -1.326462 -35.216234 13.618366 -1.1 0.9 0.1
C -1.510017 -34.087072 14.390710 -0.6 -0.3 0.5
H 0.024714 -32.833031 15.409423 -0.7 0.1 0.1
H 1.788917 -34.372361 14.108375 -0.2 0.3 0.4
H 0.287434 -36.257836 12.852558 0.3 0.2 0.0
H -2.009610 -35.816664 13.179165 -0.2 0.4 0.3
H -2.474177 -33.648910 14.602386 0.0 -0.3 0.0
C -4.327584 -37.707795 6.759071 -0.7 3.0 1.6
C -5.015440 -38.885677 6.586195 -0.8 -1.4 -0.8
C -6.352044 -38.597899 6.317281 0.4 0.3 0.3
N -6.518156 -37.233987 6.453811 1.6 -0.3 0.4
C -5.277114 -36.682723 6.787602 -0.7 -0.5 -0.7
H -3.336720 -37.513346 7.142173 0.1 -0.4 -0.3
H -4.496115 -39.829692 6.660540 -0.5 -0.3 -0.3
H -7.202055 -39.211973 6.058829 0.2 -0.1 0.1
H -7.373569 -36.722018 6.291824 0.3 -0.2 0.1
H -5.213388 -35.637630 7.052389 0.2 -0.1 -0.2
C -6.193893 -38.748787 14.212091 0.7 -1.0 0.6
C -6.679629 -37.420325 14.250734 0.4 -0.5 -2.2
C -6.593747 -37.012004 12.927463 -0.1 -0.1 0.2
N -6.079552 -38.026593 12.093313 -0.3 0.9 2.7
C -5.748045 -39.108912 12.957236 -1.2 1.4 -0.8
H -6.166499 -39.400510 15.072855 0.2 -0.1 -0.1
H -7.060572 -36.851064 15.085730 0.1 -0.1 -0.1
H -6.884582 -36.016940 12.624680 0.1 -0.2 -0.7
H -5.935475 -37.873860 11.105388 0.2 -0.4 0.3
H -5.352581 -40.032530 12.561070 -0.1 0.1 0.1
C -4.113873 -45.371848 15.360748 1.5 -1.5 -2.4
C -4.649856 -44.908262 16.498267 0.0 2.5 4.3
C -3.700787 -44.082664 17.139136 0.4 0.0 -1.9
N -2.596144 -43.969938 16.238109 -2.0 -1.3 2.3
C -2.817513 -44.897722 15.263074 0.2 0.7 -1.3
H -4.620188 -46.068166 14.708695 0.3 0.0 -0.2
H -5.613827 -45.092924 16.948899 0.0 -0.2 -0.2
H -3.662487 -43.618059 18.113340 -0.2 0.2 -0.2
H -1.760529 -43.451578 16.468616 -0.1 -0.4 -0.3
H -2.074613 -45.070258 14.498404 -0.1 0.1 0.0
```
Forces are in eV/Å.

## Properties
Relative energy (zero: lowest compared OMol25 entry of this formula, charge and spin), eV: 3.090
2S+1: 1
HOMO-LUMO gap, Eh: 0.3087
SMILES string: c1cc[nH]c1.c1cc[nH]c1.c1cc[nH]c1.c1cc[nH]c1
Strongest force on any atom, eV/Å: 5.0
Charge: 0



Record 5
Entry from OMol25: one molecule with the formula C16H20N4O3S in a non-equilibrium geometry (ωB97M-V/def2-TZVPD).

The geometry in XYZ format:
```
44
Properties=species:S:1:pos:R:3:forces:R:3
C -1.872920 0.856376 2.152383 0.0 0.0 0.0
N -2.216684 1.034841 0.757195 -0.1 0.0 -0.1
C -2.726228 -0.199910 0.178560 -0.2 0.0 -0.1
C -3.131206 0.051714 -1.276639 -0.1 -0.4 0.4
N -1.980687 0.509858 -2.020925 -0.1 0.3 0.0
C -1.168516 -0.209631 -2.814894 -0.2 0.0 -0.3
O -0.122935 0.232054 -3.253441 0.2 0.1 -0.1
C -1.623951 -1.617292 -3.218443 0.6 -0.2 0.2
S -0.121960 -2.602267 -3.524440 -0.2 -0.2 -0.5
C 0.543946 -2.340786 -1.963183 -0.5 0.1 0.6
N -0.103835 -1.893807 -0.930147 -0.4 -0.5 -1.3
N 0.794057 -1.788873 0.069731 1.2 0.0 1.0
C 1.931268 -2.178526 -0.392130 -0.6 0.1 0.4
C 3.233066 -2.212961 0.331828 0.3 -0.2 -0.3
O 3.142673 -1.631309 1.599733 -0.2 0.1 0.1
C 2.746240 -0.319302 1.696192 0.0 0.3 0.2
C 2.704573 0.581461 0.640182 0.2 -0.2 -0.1
C 2.307163 1.888968 0.867807 0.0 0.0 0.1
C 1.950518 2.309250 2.135284 0.0 0.2 0.0
C 1.997185 1.411066 3.189516 0.0 0.0 0.0
C 2.392694 0.106684 2.974508 0.1 -0.3 -0.2
O 1.847743 -2.556818 -1.694475 0.1 0.1 -0.1
C -1.465511 1.744140 -1.454932 0.4 0.2 0.1
C -1.067136 1.500554 -0.001016 -0.1 0.1 -0.2
H -1.072872 0.115218 2.295754 0.0 0.0 0.0
H -1.538447 1.809634 2.558621 0.0 0.0 0.1
H -2.758111 0.533567 2.698431 0.0 0.0 0.1
H -3.602176 -0.512872 0.751686 0.0 0.0 0.0
H -1.970237 -1.000291 0.206924 -0.2 0.1 0.0
H -3.566061 -0.841237 -1.720408 0.0 0.0 0.0
H -3.878310 0.851982 -1.305679 0.0 -0.1 0.0
H -2.196616 -2.130540 -2.452117 -0.1 0.1 -0.1
H -2.170452 -1.588655 -4.160537 0.0 0.0 0.0
H 4.005142 -1.738497 -0.293369 -0.1 -0.1 0.1
H 3.529224 -3.253778 0.505689 0.0 0.2 -0.1
H 2.971304 0.287218 -0.363286 0.0 -0.1 -0.1
H 2.276095 2.579240 0.037798 0.0 0.1 -0.1
H 1.639448 3.329443 2.302064 0.0 0.1 0.0
H 1.719461 1.727237 4.183964 0.0 0.0 0.1
H 2.433094 -0.607790 3.781021 0.0 -0.1 0.1
H -0.602846 2.059036 -2.041809 -0.1 0.0 0.1
H -2.249381 2.504241 -1.507699 0.0 0.0 0.0
H -0.714557 2.433413 0.443717 0.0 0.0 0.0
H -0.243258 0.767948 0.030981 0.0 0.1 0.0
```
Forces are in eV/Å.

## Properties
Relative energy (zero: lowest compared OMol25 entry of this formula, charge and spin), eV: 2.716
2S+1: 1
HOMO-LUMO gap, Eh: 0.3343
SMILES string: CN1CCN(C(=O)CSc2nnc(COc3ccccc3)o2)CC1
Strongest force on any atom, eV/Å: 1.6
Charge: 0